No. 1
A molecular structure, C17H40HgN5O3SiTe, computed with ωB97M-V with the def2-TZVPD basis set.

Structure (XYZ):
```
68
Properties=species:S:1:pos:R:3:forces:R:3:mulliken_spin:R:1
Hg -0.11862 0.49128 0.63335 0.1 0.1 0.1 0.6152
Te -0.56457 3.59885 1.89396 0.0 -0.1 0.0 0.0858
Si 4.68532 -0.53042 -1.16739 0.0 0.0 0.0 0.0092
O -3.36519 1.23660 1.05651 0.0 0.0 0.0 -0.0449
O -2.97265 -0.97102 2.82560 0.0 0.0 0.0 0.0014
O -0.17690 -1.90452 2.53718 0.0 0.0 0.0 -0.0021
N -0.19519 -0.59391 -3.50115 -0.1 0.1 0.0 0.0055
N -1.18742 0.90729 -1.96739 0.1 0.1 0.0 0.0037
N -1.80590 -1.26069 0.02611 0.0 0.0 0.0 0.0003
N -3.86481 -1.87994 -0.94876 0.1 -0.1 0.1 0.0059
N -2.07281 -1.21602 -2.26928 0.0 -0.1 -0.1 0.0004
C -1.10855 -0.22108 -2.55855 0.1 0.0 -0.1 0.0061
C -2.10696 -1.43905 3.84424 0.0 0.0 0.0 0.0168
C 4.67122 -0.65940 -3.03903 0.0 0.0 0.0 -0.0014
C 1.56625 3.57269 1.76031 0.0 0.0 0.0 0.0174
C 2.99292 -0.23302 -0.54825 0.0 0.1 0.0 0.2016
C 5.79292 0.88662 -0.65282 0.0 0.0 0.0 0.0000
C -3.89983 1.71600 -0.15774 0.0 0.1 0.0 0.0119
C 0.60013 -2.84381 1.82172 0.0 0.0 0.0 0.0072
C -1.20382 -2.50937 3.28529 0.0 0.0 0.0 -0.0197
C 5.33238 -2.13430 -0.45091 0.0 0.0 0.0 -0.0012
C -2.54200 -1.44772 -0.99157 -0.1 0.1 0.1 0.0293
C -4.33520 0.78662 1.96167 0.0 0.0 0.0 -0.0174
C -0.17610 -1.91819 -4.09045 0.0 -0.1 0.0 -0.0004
C 1.87741 0.01167 -0.11398 -0.1 -0.1 -0.1 -0.0227
C 0.70531 0.42762 -3.99618 0.0 0.0 0.0 0.0003
C -0.54462 5.67815 2.46482 0.0 0.0 0.0 0.0881
C -3.62680 0.23780 3.17315 0.0 0.0 0.0 0.0223
H 5.35386 -2.08636 0.63944 0.0 0.0 0.0 -0.0001
H -0.40604 1.51315 -2.19180 0.0 0.0 -0.1 0.0017
H 1.98858 3.83571 2.72737 0.0 0.0 0.0 -0.0002
H -4.20811 -2.37584 -1.75658 0.0 0.0 0.0 -0.0004
H -0.31823 -2.68078 -3.32750 0.0 0.0 0.0 0.0003
H 1.37790 -2.29151 1.29867 0.0 0.0 0.0 -0.0048
H 1.34925 -0.00254 -4.75801 0.0 0.0 0.0 0.0003
H 4.30560 0.26474 -3.49102 0.0 0.0 0.0 0.0000
H 1.88649 4.28552 1.00392 0.0 0.0 0.0 0.0022
H 5.81105 0.98230 0.43436 0.0 0.0 0.0 -0.0002
H -0.01601 -3.37456 1.08680 0.0 0.0 0.0 0.0011
H 1.05789 -3.57201 2.50185 0.0 0.0 0.0 -0.0002
H 4.02438 -1.47674 -3.36441 0.0 0.0 0.0 0.0000
H 6.34506 -2.34557 -0.80246 0.0 0.0 0.0 0.0000
H -0.93714 -2.05122 -4.86904 0.0 0.0 0.0 0.0004
H 1.33837 0.80569 -3.19060 0.1 0.0 0.0 0.0002
H 4.69153 -2.97146 -0.73495 0.0 0.0 0.0 -0.0001
H 5.42886 1.83053 -1.06299 0.0 0.0 0.0 -0.0001
H -4.96219 0.00542 1.50522 0.0 0.0 0.0 -0.0004
H -4.51531 2.60937 0.00740 0.0 0.0 0.0 0.0039
H -2.30403 -1.36780 0.90602 0.0 0.0 0.0 -0.0169
H -2.69469 -1.84376 4.67858 0.0 0.0 0.0 0.0018
H 0.01021 5.80009 3.39244 0.0 0.0 0.0 -0.0022
H 0.79646 -2.08204 -4.54924 0.0 0.0 0.0 -0.0003
H 5.67518 -0.84860 -3.42616 0.0 0.0 0.0 0.0000
H -4.99917 1.60731 2.27031 0.0 0.0 0.0 -0.0006
H -4.34776 0.05834 3.98151 0.0 0.0 0.0 0.0022
H -1.57372 5.99876 2.61455 0.0 0.0 0.0 -0.0020
H -4.10942 -2.33736 -0.08382 0.0 0.0 0.0 -0.0013
H -4.51143 0.94859 -0.64697 0.0 0.0 0.0 0.0004
H -1.79080 -3.19414 2.65583 0.0 0.0 0.0 0.0005
H -2.65449 -1.50483 -3.03727 0.0 0.0 0.0 0.0005
H 6.81799 0.73592 -0.99968 0.0 0.0 0.0 0.0001
H 1.88780 2.57353 1.47694 0.0 0.0 0.0 -0.0109
H -0.09272 6.27393 1.67505 0.0 0.0 0.0 -0.0021
H -3.05734 1.96248 -0.80083 -0.1 0.0 0.0 -0.0032
H 0.15374 1.26411 -4.43808 0.0 0.0 0.0 -0.0006
H -0.77789 -3.09643 4.11072 0.0 0.0 0.0 -0.0012
H -2.88975 0.97440 3.51400 0.0 0.0 0.0 0.0025
H -1.48984 -0.61503 4.22002 0.0 0.0 0.0 0.0112
```
Positions in Å, forces in eV/Å.

Strongest force on any atom ... 0.0037 Eh/bohr
LUMO level (spin up / spin down) ... 0.0132 / 0.0080 hartree
HOMO level (spin up / spin down) ... -5.685 / -7.036 eV
Energy relative to the best compared isomer or geometry (same formula, charge and spin) ... 22.5 kJ/mol
Spin multiplicity ... 2



No. 2
C12H17P in the gas phase at a distorted geometry, computed with ωB97M-V with the def2-TZVPD basis set.

Structure (XYZ):
```
30
Properties=species:S:1:pos:R:3:forces:R:3:nbo_charge:R:1
P -0.00385 -0.55279 -0.69260 0.0 2.5 1.5 0.7401
C 2.20344 1.20330 -1.05821 -1.7 1.7 -0.2 -0.6256
C 2.67993 -1.33854 -1.14259 -4.2 -0.2 1.8 -0.6136
C -1.31409 1.17966 1.29736 -0.2 1.5 3.8 -0.2503
C -1.01056 1.40099 -0.13438 2.9 -1.8 -0.2 -0.4189
C -0.89474 -1.14721 0.87027 0.4 -0.2 0.4 -0.6229
C -2.22608 1.25824 -0.90228 0.3 1.4 -2.1 -0.1681
C -2.28626 -1.64569 0.41212 3.3 0.7 1.1 -0.1481
C -1.22393 -0.00832 1.86840 0.8 -1.8 -1.2 -0.1725
C 1.91366 -0.14326 -0.35185 -0.5 -0.1 -1.7 -0.2737
C 2.33764 0.07617 1.07032 1.4 -3.5 0.8 -0.6271
C -3.12024 0.29078 -1.07170 1.7 -0.8 3.0 -0.2477
C -3.13034 -0.95445 -0.30832 -1.3 -0.3 -0.7 -0.2348
H 1.63155 0.60015 1.60543 -1.9 1.1 1.2 0.2199
H 1.38198 1.53615 -1.85557 1.7 -0.7 1.6 0.2117
H 2.28661 2.04676 -0.23744 -0.2 -1.4 -1.9 0.2107
H 2.53764 -0.90629 1.66237 -0.3 1.5 -1.0 0.2014
H 3.68338 -1.46811 -0.86519 1.4 0.0 0.4 0.2116
H -1.69846 1.87658 2.16006 0.7 -0.1 -2.5 0.2327
H -0.29080 2.26126 -0.49481 -1.7 -1.7 1.1 0.2492
H -3.99501 0.41247 -1.58600 -1.7 0.6 -1.8 0.2139
H -0.29666 -1.90663 1.42227 -0.5 0.1 -0.6 0.2343
H -1.42213 -0.30628 2.92269 -0.1 0.6 -0.9 0.2211
H 3.21292 0.69299 1.14833 0.9 0.0 -0.2 0.2079
H 2.03801 -2.22399 -0.74062 1.6 0.8 -1.1 0.2034
H -4.03086 -1.52133 -0.36531 -1.0 -0.1 -0.6 0.2064
H -2.48610 -2.61370 0.77254 -0.8 -1.0 0.4 0.2042
H -2.16894 2.08030 -1.58278 -1.3 0.6 -0.8 0.2029
H 3.14132 1.07219 -1.59498 0.2 0.5 0.0 0.2140
H 2.55100 -1.25139 -2.22754 0.0 0.0 0.3 0.2182
```
Positions in Å, forces in eV/Å.

Strongest force on any atom ... 0.0883 Eh/bohr
Structure (SMILES) ... CC(C)(C)P1[C@@H]2C=CC=C[C@H]1C=C2
LUMO level ... 0.0228 hartree
HOMO level ... -7.861 eV
Energy relative to the best compared isomer or geometry (same formula, charge and spin) ... 461.7 kJ/mol